## a
Here is a single C5H3NO molecule from OMol25. Energies are from ωB97M-V with the def2-TZVPD basis set.

The geometry in XYZ format:
```
10
Properties=species:S:1:pos:R:3
O 0.0201 0.3448 1.6223
C -0.1859 -0.2132 0.3526
C 1.1745 0.1394 0.7458
C -0.7249 0.5748 -0.7115
C -1.0465 1.2685 -1.6350
C -0.5467 -1.6271 0.3849
N -0.8339 -2.7450 0.3973
H 1.8748 -0.6824 0.8756
H 1.6394 1.0654 0.4106
H -1.3710 1.8747 -2.4424
```

Output
HOMO level	-10.698	eV
multiplicity	1

## b
Here is a single C5H3NO molecule from OMol25. Energies are from ωB97M-V with the def2-TZVPD basis set.

The geometry in XYZ format:
```
10
Properties=species:S:1:pos:R:3
O -1.5040 -0.0380 1.4164
C -1.1076 0.1773 0.3004
C -0.0799 -0.6963 -0.4073
C 1.2522 -0.4431 0.1434
C 2.3343 -0.2416 0.6268
C -1.6366 1.3394 -0.4447
N -2.0865 2.2458 -1.0043
H -0.0975 -0.5369 -1.4908
H -0.3643 -1.7357 -0.2102
H 3.2898 -0.0709 1.0703
```

Output
HOMO level	-10.746	eV
multiplicity	1

## c
Here is 2 unconnected molecules or ions with the total composition C5H3NO from OMol25. Energies are from ωB97M-V with the def2-TZVPD basis set.

The geometry in XYZ format:
```
10
Properties=species:S:1:pos:R:3
C -1.0258 1.7267 -1.9951
C -0.5287 0.9155 -1.1372
C -0.1637 0.1419 0.0229
C -0.7800 -0.1682 1.1942
O -0.0336 -1.0340 1.8880
N 1.1177 -1.3093 1.1920
C 1.0562 -0.5927 0.1096
H 0.1650 0.5304 -2.3544
H -1.6973 0.1756 1.6453
H 1.9587 -0.4852 -0.4798
```

Output
HOMO level	-9.827	eV
multiplicity	1

## d
Here is a single C5H3NO molecule from OMol25. Energies are from ωB97M-V with the def2-TZVPD basis set.

The geometry in XYZ format:
```
10
Properties=species:S:1:pos:R:3
O 0.0512 0.2749 1.2457
C 0.8405 -0.0311 0.1809
C 0.0821 -0.3653 -0.8966
C -1.2647 -0.1707 -0.4975
C -1.2270 0.1746 0.8174
C 2.2277 0.2752 0.2339
N 3.3416 0.5851 0.1593
H 0.4207 -0.7145 -1.8606
H -2.0762 -0.1093 -1.1989
H -1.9827 0.3518 1.5699
```

Output
HOMO level	-9.464	eV
multiplicity	1

Out of the structures above, which one is the least stable? Solution: c.